Record 1
Here is a single C7H15N molecule in a non-equilibrium geometry from OMol25. Energies are from wB97M-V/def2-TZVPD.

The HOMO energy is -8.28 eV. As for the SMILES: CCCN1CCCC1.

CARTESIAN COORDINATES (ANGSTROEM)
C 2.753110 -1.172937 1.390863
C 1.705000 -1.212697 0.295458
C 0.428215 -0.445392 0.781359
N 0.055242 0.804324 0.058286
C -0.124621 0.690694 -1.358306
C -1.511349 0.017238 -1.579695
C -2.279214 0.404036 -0.326355
C -1.264798 1.221371 0.566255
H 2.283984 -1.283275 2.371664
H 3.417617 -2.042097 1.281914
H 3.213266 -0.206407 1.452122
H 1.864161 -0.889287 -0.747484
H 1.302777 -2.209523 0.131374
H -0.365931 -1.201585 0.549990
H 0.430546 -0.249276 1.853439
H 0.727757 0.226457 -1.863293
H -0.106405 1.729162 -1.762987
H -1.271659 -1.077906 -1.528906
H -1.981448 0.149322 -2.552699
H -2.583222 -0.470159 0.250095
H -3.136729 1.076385 -0.529525
H -1.498424 1.004025 1.602368
H -1.220030 2.304471 0.474577

Force components x, y, z for each atom (eV/Å):
C -0.1 -0.9 -0.4
C -2.1 0.7 0.3
C -0.8 -0.9 -2.0
N 0.9 -0.7 2.3
C -0.2 1.1 -1.1
C 1.4 -1.6 0.2
C -0.5 1.7 0.3
C 0.2 -0.3 -1.1
H -0.2 -0.2 -0.1
H 0.4 0.7 0.1
H 0.8 0.3 -0.2
H 1.0 0.2 0.7
H 0.5 -0.5 0.3
H 0.0 0.5 0.7
H 0.1 0.1 -0.2
H -0.3 -0.3 0.2
H -0.3 -0.5 0.2
H -0.5 0.7 -0.1
H 0.0 0.5 0.2
H -0.3 0.1 -0.2
H 0.2 -0.7 0.0
H 0.7 -0.1 0.3
H -0.9 0.2 -0.4


Record 2
Here is a single C7H15N molecule in a non-equilibrium geometry from OMol25. Energies are from wB97M-V/def2-TZVPD.

The HOMO energy is -8.55 eV. As for the SMILES: C=CCCNCCC.

CARTESIAN COORDINATES (ANGSTROEM)
C 1.307489 2.039536 2.841902
C 0.344654 1.233467 2.424699
C -0.774571 1.636603 1.405135
C -1.036486 0.343664 0.595690
N 0.197910 -0.075589 -0.071683
C 0.147608 -1.494509 -0.405035
C -0.118940 -1.937287 -1.867673
C 0.111281 -0.899370 -3.005845
H 1.250672 2.985538 2.432726
H 2.193301 1.998300 3.537055
H 0.464093 -0.043896 2.499990
H -0.414963 2.487736 0.862026
H -1.689164 1.986986 1.970904
H -1.218220 -0.474336 1.424681
H -1.900469 0.663331 -0.036106
H 0.507608 0.561232 -0.806450
H 1.101181 -1.936462 -0.068823
H -0.594510 -2.072578 0.260782
H 0.699121 -2.619347 -2.109551
H -1.050294 -2.396830 -1.883253
H 1.162912 -0.518351 -3.134484
H -0.087240 -1.405648 -4.000977
H -0.602974 -0.062188 -2.865708

Force components x, y, z for each atom (eV/Å):
C 0.8 -0.6 1.2
C 0.4 -3.7 -0.7
C 0.7 -1.3 2.5
C 0.0 1.1 1.4
N -1.4 -0.3 0.4
C 0.4 -1.1 0.5
C 3.2 1.4 -0.3
C -0.7 0.0 -0.6
H -0.2 2.3 -0.6
H -1.2 -1.0 -0.8
H -0.5 3.9 0.5
H 0.1 0.4 -0.8
H 0.8 -0.6 -0.6
H -0.4 1.6 -2.0
H 0.2 -1.3 0.0
H -0.3 -0.5 0.1
H 0.0 0.1 -0.4
H 0.8 1.3 -0.9
H -0.5 -0.8 0.3
H -1.6 -0.8 -0.7
H -1.0 -0.3 0.7
H -0.1 0.6 1.1
H 0.6 -0.2 -0.5


Record 3
Here is a gas-phase ion, C7H15N2 (charge +1) in a non-equilibrium geometry from OMol25. Energies are from wB97M-V/def2-TZVPD.

The HOMO energy is -12.72 eV. As for the SMILES: C/C=N/CCCC(C)=[NH2+]. Its charge is +1.

CARTESIAN COORDINATES (ANGSTROEM)
C 0.233508 0.059911 2.943551
C -0.696451 0.777613 1.940243
N -0.199616 1.180343 0.857602
C -0.890003 1.711096 -0.290478
C -1.124137 0.737695 -1.425110
C 0.162362 0.033130 -2.045582
C 0.803923 -0.859628 -1.004819
C 0.097005 -2.001936 -0.403525
N 2.020928 -0.537748 -0.707909
H 0.076898 0.556586 3.898415
H 0.109959 -1.013401 2.724352
H 1.277295 0.250305 2.395912
H -1.779229 1.147304 2.268657
H -0.271615 2.600649 -0.668982
H -1.835882 2.241206 -0.060045
H -1.767957 1.099256 -2.179647
H -1.660744 -0.153812 -0.903636
H -0.298309 -0.710419 -2.872751
H 0.968086 0.678652 -2.485981
H 0.186230 -2.910011 -1.009246
H -0.925498 -1.875927 -0.477379
H 0.414776 -2.294212 0.555053
H 2.578676 0.273736 -1.081211
H 2.519796 -0.990389 0.032519

Force components x, y, z for each atom (eV/Å):
C 1.1 1.1 -3.7
C -1.4 1.5 1.1
N 0.6 -1.4 -1.3
C 0.3 3.3 -0.2
C 0.9 -3.1 2.2
C -1.3 -1.5 -1.0
C 0.4 1.6 -1.0
C 1.3 -0.7 -1.3
N 1.1 0.6 0.0
H 0.4 -1.0 0.4
H -0.4 0.2 1.3
H -1.9 -0.1 1.9
H 1.8 -1.2 -0.6
H -0.5 -1.3 0.4
H 0.0 -0.6 0.2
H -0.5 0.6 -0.8
H 0.4 1.5 -1.2
H 1.3 1.7 1.6
H -1.1 -0.4 0.3
H 0.6 0.1 -0.4
H -2.1 0.6 0.4
H 0.4 0.0 1.3
H -1.4 -1.1 0.2
H 0.1 -0.6 0.4


Record 4
Here is a gas-phase ion, C7H15N2O2S (charge +1) in a non-equilibrium geometry from OMol25. Energies are from wB97M-V/def2-TZVPD.

As for the multiplicity: 3. The HOMO energy (spin up / spin down) is -11.70 / -12.49 eV. Its charge is +1.

CARTESIAN COORDINATES (ANGSTROEM)
C -0.606738 1.484227 0.007070
C 0.278947 -0.611248 1.043028
C 1.758824 -0.373756 0.620761
C 2.704066 0.713837 -1.251405
C 1.122481 -1.290495 -1.593298
C -1.860475 0.373153 1.753671
C -3.067922 -0.075406 0.882712
N -0.618265 0.467752 0.920549
N 2.203012 -0.423968 -0.850813
O -1.472000 2.282816 -0.175589
O -2.721644 -1.150960 -0.006825
S 2.316747 1.356078 -2.875650
H -0.117097 -1.621930 0.680907
H 0.434560 -0.803810 2.155614
H 1.962521 0.507816 1.153934
H 2.545458 -1.161904 1.116633
H 3.610051 1.051547 -0.758870
H 0.308563 -1.090328 -0.987807
H 0.838511 -0.727922 -2.450979
H 1.356234 -2.330470 -1.776079
H -2.195597 1.407497 2.219190
H -1.570129 -0.386652 2.449423
H -3.397720 0.763768 0.172959
H -4.020920 -0.360553 1.503171
H 0.087558 1.755640 -0.844909
H -3.341086 -1.889986 -0.111333
H 3.462061 2.135254 -2.996064

Force components x, y, z for each atom (eV/Å):
C 1.2 0.1 -2.4
C 1.5 -3.0 1.3
C 1.5 -3.0 0.5
C 2.3 4.0 -3.1
C 2.4 1.8 -0.2
C -1.0 1.4 -1.0
C -2.4 0.2 -0.7
N -1.1 1.7 -0.3
N -5.5 -4.2 2.8
O -2.7 1.3 1.4
O 0.9 -0.4 0.1
S 1.2 0.1 1.2
H 0.2 1.4 0.3
H -0.2 0.2 -1.1
H 1.1 1.8 -0.2
H -2.3 1.4 -1.0
H 0.1 0.1 -0.3
H -1.7 -0.7 1.0
H 0.5 0.0 -1.4
H 0.3 0.1 0.1
H 1.2 -2.1 -0.8
H -0.5 -0.2 0.9
H 0.6 -0.9 1.4
H 2.0 0.6 -0.7
H 1.4 -2.0 1.3
H -0.1 0.8 0.6
H -0.9 -0.5 0.2


Record 5
Here is 2 unconnected molecules or ions with the total composition C7H15N2OS in a non-equilibrium geometry from OMol25. Energies are from wB97M-V/def2-TZVPD.

The HOMO energy is -13.35 eV. Its charge is +1.

CARTESIAN COORDINATES (ANGSTROEM)
C -1.124149 0.723302 -1.554760
C -1.624358 -0.151151 -2.600787
C -0.417126 -1.069146 -2.886927
C 0.241809 -1.166503 -1.615585
C 0.472222 1.774742 0.860516
C 2.384107 0.014771 2.303275
C 0.519054 0.411067 0.231802
N 0.001767 0.134594 -0.919967
N -1.382321 -0.241775 1.387919
O -1.531941 1.812721 -1.255943
S 1.560040 -0.803113 0.963709
H -2.468520 -0.810051 -2.065741
H -1.915395 0.461489 -3.466899
H -0.672846 -1.963145 -3.488325
H 0.204051 -0.375422 -3.575692
H -0.288344 -1.926835 -0.980116
H 1.306905 -1.354862 -1.587351
H 1.452944 2.207495 0.664617
H 0.287716 1.692706 1.886793
H -0.275612 2.525318 0.401668
H 2.052694 -0.434446 3.196186
H 2.313129 1.220892 2.355102
H 3.392572 -0.223993 2.050762
H -1.516696 -1.056712 1.923739
H -2.011998 -0.191464 0.545148
H -1.419857 0.561081 1.921663

Force components x, y, z for each atom (eV/Å):
C 0.0 2.8 0.7
C -1.3 -2.5 0.3
C -0.4 2.5 -4.2
C 0.3 -1.3 3.5
C -0.9 1.4 -2.6
C 0.1 3.4 -0.7
C 0.8 0.3 2.2
N 0.2 -1.6 -2.3
N -0.7 -0.8 -3.2
O -0.2 -0.3 0.0
S -0.6 0.6 -1.5
H 1.3 1.6 -1.5
H -0.6 -0.6 0.5
H 0.3 0.3 0.8
H -0.5 -1.4 0.8
H 0.6 0.3 -0.3
H 0.1 -0.2 -0.3
H 0.1 0.1 0.2
H 0.0 0.0 1.5
H 1.1 -1.7 0.6
H -0.2 -0.3 1.2
H 0.0 -3.2 -0.2
H 0.9 -0.1 0.5
H -0.4 -1.0 0.6
H 0.5 -0.1 1.9
H -0.7 1.8 1.3


Record 6
Here is 2 unconnected molecules or ions with the total composition C7H15N2OS in a non-equilibrium geometry from OMol25. Energies are from wB97M-V/def2-TZVPD.

The HOMO energy is -12.05 eV. Its charge is +1.

CARTESIAN COORDINATES (ANGSTROEM)
C -1.014477 0.010533 -0.023141
C -1.773120 0.115109 -1.367661
C -1.680772 1.611835 -1.602135
C -0.356589 2.058788 -0.874749
C 1.868185 1.962726 1.299998
C 0.536753 -3.704235 -0.639267
C 0.813049 0.986072 1.397796
N -0.281952 1.104581 0.180413
N 0.432366 0.265796 2.340594
O -1.054595 -1.064093 0.667134
S 1.333032 -2.769179 0.642907
H -1.200360 -0.422038 -2.097386
H -2.784509 -0.210188 -1.239232
H -1.463766 1.913984 -2.636758
H -2.649872 2.036826 -1.321468
H 0.503684 1.860599 -1.625577
H -0.375693 3.011910 -0.479775
H 2.345802 2.052468 0.281564
H 2.681119 1.818381 2.045052
H 1.436103 2.939326 1.634239
H 0.073384 -4.601634 -0.236034
H 1.408152 -3.932409 -1.248770
H -0.154173 -2.984079 -1.104817
H 0.672664 -3.363643 1.599872
H 1.066776 0.218547 3.081619
H -0.381191 -0.915984 1.325582

Force components x, y, z for each atom (eV/Å):
C -0.8 0.6 -2.4
C 1.0 1.0 1.9
C 0.7 0.9 -1.0
C 0.0 -2.2 -2.5
C 1.9 1.7 -0.2
C 0.3 0.7 -0.6
C -2.9 0.8 -1.4
N 1.9 -3.3 3.9
N -1.0 -0.3 -1.9
O -1.1 0.8 -1.4
S 1.1 0.4 0.8
H 0.1 -0.7 -0.4
H -0.4 -0.6 -0.2
H -0.7 -0.4 0.1
H 0.6 0.6 0.4
H -1.2 0.7 1.3
H 0.1 2.1 0.5
H -0.7 0.0 1.1
H -0.6 -0.4 -0.5
H 0.2 -0.5 -0.7
H 0.0 0.2 -0.3
H -0.6 -0.4 -0.7
H 0.0 -1.0 -0.3
H -0.3 -0.1 1.0
H 1.3 -0.1 1.5
H 1.0 -0.5 2.1


Record 7
Here is a molecular structure, C7H15N2Ru in a non-equilibrium geometry from OMol25. Energies are from wB97M-V/def2-TZVPD.

As for the multiplicity: 5. The HOMO energy (spin up / spin down) is -11.19 / -12.59 eV. Its charge is +1.

CARTESIAN COORDINATES (ANGSTROEM)
C -3.276644 -1.711069 -2.417552
Ru -1.129421 1.354252 -0.310292
N -3.080785 1.182664 0.322306
H -0.606001 0.245037 -1.278661
H -3.582104 -2.657577 -2.012018
H -2.688438 -1.809790 -3.339252
H -2.634825 -1.332547 -1.587417
H -4.145660 -1.056084 -2.562688
H -3.408587 2.065656 0.719212
H -3.143344 0.476303 1.073868
H -3.762769 0.899261 -0.396110
N 0.003687 0.791578 1.239533
C 1.387458 0.409091 0.901043
C 1.640235 -0.871032 0.439374
C 2.968593 -1.245050 0.211869
C 3.988863 -0.310841 0.464685
C 3.711746 1.001420 0.888194
C 2.380478 1.357742 1.117415
H -0.394544 -0.028481 1.694860
H 0.121735 1.541079 1.918988
H 0.792613 -1.537112 0.246443
H 3.206921 -2.258670 -0.123633
H 5.022571 -0.598199 0.294213
H 4.519907 1.722263 1.060923
H 2.108317 2.370106 1.434698

Force components x, y, z for each atom (eV/Å):
C 0.6 0.6 0.8
Ru -0.2 1.5 -2.3
N -2.4 -0.3 0.8
H 0.6 -0.9 -1.4
H -0.4 -0.6 -0.4
H -0.3 0.0 0.4
H -0.2 0.2 -0.8
H 0.3 -0.2 0.0
H -0.2 -0.2 0.0
H -0.1 0.4 -0.4
H 0.3 0.1 0.3
N 2.4 -0.8 2.3
C 0.2 0.2 0.1
C 0.2 -0.1 -0.1
C 0.0 0.5 0.3
C -0.1 0.1 -0.2
C -0.3 -0.5 -0.1
C 0.2 0.0 -0.2
H -0.2 0.2 0.3
H -0.3 -0.2 0.4
H 0.4 0.1 0.1
H -0.1 0.5 0.1
H -0.2 0.0 0.1
H -0.4 -0.4 -0.1
H 0.2 -0.3 0.0


Record 8
Here is 2 unconnected molecules or ions with the total composition C7H15N3O in a non-equilibrium geometry from OMol25. Energies are from wB97M-V/def2-TZVPD.

The HOMO energy is -9.39 eV. As for the SMILES: C=N/C=C/C(C)(C)C.[H]/N=N\O.

CARTESIAN COORDINATES (ANGSTROEM)
C 1.859606 2.829113 0.459036
N 0.732910 2.253673 0.392731
C 0.826008 0.875851 0.251796
C -0.179492 0.192542 0.654710
C -0.312381 -1.271522 0.768609
C -1.802415 -1.703594 0.590604
C 0.618476 -1.857368 -0.324149
C 0.224797 -1.745524 2.150106
H 1.662301 3.862646 0.795118
H 2.935772 2.416907 0.610624
H 1.701650 0.363468 -0.112075
H -1.088690 0.701718 1.012889
H -1.849232 -2.761275 0.697466
H -2.183189 -1.067424 1.418632
H -2.087903 -1.287601 -0.421722
H 0.389408 -2.969819 -0.282050
H 1.686171 -1.618899 -0.171442
H 0.225982 -1.568000 -1.222350
H 0.674059 -0.877852 2.648179
H -0.674725 -2.124351 2.650306
H 0.981133 -2.533603 1.876488
H -0.951505 1.745169 -4.470509
N -1.615320 1.466743 -3.743582
N -1.358165 1.731989 -2.607330
O -0.301374 2.528081 -2.276721
H -0.113882 2.418932 -1.345363

Force components x, y, z for each atom (eV/Å):
C 0.5 2.0 2.2
N 1.6 -0.5 -0.7
C 0.9 0.2 -0.6
C -3.9 -1.2 1.4
C 1.6 -0.8 -0.9
C 2.0 3.0 -0.6
C -0.7 -2.6 2.6
C -0.1 -0.2 -1.2
H 1.1 0.0 -0.7
H -2.0 0.2 -0.8
H 0.5 0.4 -0.1
H 0.5 0.3 -0.2
H -0.6 -0.7 0.1
H -1.0 -1.0 -0.6
H -0.3 -0.8 1.2
H 1.0 1.0 -0.1
H -0.6 -0.4 -0.2
H -0.4 1.0 -2.7
H 0.0 -0.6 0.3
H 0.8 -0.2 0.6
H -0.8 0.6 1.1
H 0.5 0.7 0.1
N -0.1 -0.6 -1.5
N -1.2 -0.4 3.0
O 1.0 0.5 -2.5
H -0.5 -0.1 0.9


Record 9
Here is a gas-phase ion, C7H15N3O (charge +2) in a non-equilibrium geometry from OMol25. Energies are from wB97M-V/def2-TZVPD.

The HOMO energy is -17.75 eV. As for the SMILES: C=N[C@]1([NH3+])CCC[C@@H]([NH3+])C1=O. Its charge is +2.

CARTESIAN COORDINATES (ANGSTROEM)
C -2.676728 0.434177 1.583072
N -1.479747 0.219116 1.298045
C -0.937543 0.452471 -0.416920
N -1.808254 1.327811 -1.185746
C -0.691516 -0.919966 -1.057715
C 0.276562 -1.780177 -0.300531
C 1.653200 -1.175325 0.049470
C 1.454985 0.275054 0.593022
N 2.701729 0.998642 0.792414
C 0.407465 1.093803 -0.113884
O 0.599709 2.268671 -0.366004
H -2.797489 0.220234 2.568913
H -3.395903 0.604545 0.800161
H -1.085238 1.924612 -1.792400
H -2.244447 1.895933 -0.507592
H -2.375699 0.804710 -1.884868
H -0.390536 -0.607637 -1.992377
H -1.593719 -1.375357 -1.109168
H 0.626292 -2.728364 -0.694550
H -0.120070 -1.960217 0.611511
H 2.183782 -1.883786 0.766198
H 2.263769 -1.090279 -0.894960
H 0.827325 -0.034311 1.568275
H 2.824828 1.763687 0.215531
H 3.501806 0.492655 0.450847
H 2.899069 1.473140 1.654396

Force components x, y, z for each atom (eV/Å):
C 1.0 -0.3 -3.1
N 2.6 0.5 -3.4
C 0.6 -2.4 4.5
N 3.4 -0.1 -3.0
C 1.2 1.8 1.7
C 2.9 0.6 -1.0
C 0.9 0.7 -1.4
C -3.0 -3.0 2.3
N 0.6 -0.6 0.4
C 0.1 1.5 -0.3
O 0.0 -0.6 -0.2
H -1.6 -0.2 2.9
H -1.0 0.4 0.4
H -1.9 -0.6 1.5
H -1.5 1.4 0.4
H -0.3 0.6 0.9
H 1.0 -0.1 -2.7
H -2.9 -1.7 -0.5
H -1.1 -0.2 -0.8
H -1.7 -1.0 2.9
H -0.6 1.2 -0.8
H -0.3 -0.3 0.8
H 1.8 1.5 -1.2
H -0.9 2.7 -2.4
H 0.7 -1.2 0.6
H 0.0 -0.5 1.5


no.,total energy (hartree)
1,-330.4197
2,-330.3558
3,-384.9254
4,-933.3899
5,-858.3777
6,-858.3791
7,-479.7378
8,-515.0455
9,-514.5030